Entry 1:
C2H3NS3 | ωB97M-V/def2-TZVPD

Each line ends with the natural charge from an NBO analysis.
Element x y z (Å)
C 0.041 -0.604 -0.208  -0.100
C -1.283 -0.335 -0.258  -0.239
H 2.858 0.832 0.919  0.122
H 0.147 -1.594 -0.126  0.199
H -0.836 1.961 -0.053  0.152
N 0.990 0.314 -0.085  -0.599
S 2.359 -0.314 -0.112  0.385
S -2.086 1.397 -0.074  0.018
S -2.190 -1.659 -0.003  0.062

Properties
Net charge: 0
Max |F|, eV Å⁻¹: 8.46
E_HOMO, eV: -8.76
HOMO-LUMO gap, eV: 7.10
2S+1: 1

=====

Entry 2:
C2H3NS3 | ωB97M-V/def2-TZVPD

Each line ends with the natural charge from an NBO analysis.
Element x y z (Å)
C -1.302 1.359 0.332  0.005
C 0.664 -0.346 -0.561  -0.572
N -1.703 0.363 0.945  -0.547
S 0.331 1.355 -0.563  0.206
S -0.979 -1.037 1.243  0.332
S 2.280 -0.891 -0.098  0.052
H -1.788 2.226 0.296  0.197
H 0.403 -0.820 -1.474  0.200
H 2.094 -2.208 -0.120  0.128

Properties
Net charge: 0
Max |F|, eV Å⁻¹: 4.05
E_HOMO, eV: -8.59
HOMO-LUMO gap, eV: 7.59
2S+1: 1

=====

Entry 3:
C2H3NS4 | ωB97M-V/def2-TZVPD

Each line ends with the natural charge from an NBO analysis.
Element x y z (Å)
C 0.094 0.259 -0.912  -0.039
C 0.062 -0.850 -0.062  -0.380
N 1.222 0.885 -1.100  -0.607
S 1.569 -1.208 0.720  0.221
S 2.489 0.412 -0.244  0.493
S -1.058 1.744 1.327  -0.312
S -1.333 -1.858 0.133  0.155
H -0.780 0.579 -1.454  0.234
H -1.504 2.772 0.626  0.099
H -0.762 -2.734 0.964  0.136

Properties
Net charge: 0
Max |F|, eV Å⁻¹: 1.16
E_HOMO (spin up / spin down), eV: -6.94 / -8.94
HOMO-LUMO gap (spin up / spin down), eV: 4.90 / 7.97
2S+1: 1

=====

Entry 4:
C2H3O2 | ωB97M-V/def2-TZVPD

Each line ends with the natural charge from an NBO analysis.
Element x y z (Å)
C -0.342 -0.582 -0.025  -0.190
C -0.374 0.985 -0.008  0.454
O -1.744 0.885 0.024  -0.051
O -1.861 -0.557 -0.011  -0.091
H 0.004 -1.302 -0.751  0.306
H 0.200 -0.960 0.858  0.296
H 0.140 1.901 0.129  0.275

Properties
Net charge: +1
Max |F|, eV Å⁻¹: 8.11
E_HOMO, eV: -18.18
HOMO-LUMO gap, eV: 10.40
2S+1: 1

=====

Entry 5:
C2H3O2 | ωB97M-V/def2-TZVPD

Each line ends with the natural charge from an NBO analysis.
Element x y z (Å)
C 0.632 -0.320 -0.187  -0.104
C -0.324 0.562 0.359  0.301
O -1.402 0.205 -0.404  -0.083
O -0.737 -0.730 0.414  -0.011
H 0.419 -0.572 -1.372  0.294
H 1.712 -0.559 0.139  0.317
H -0.299 1.415 1.051  0.287

Properties
Net charge: +1
Max |F|, eV Å⁻¹: 6.17
E_HOMO, eV: -18.88
HOMO-LUMO gap, eV: 13.28
2S+1: 1

=====

Entry 6:
C2H3O2P | ωB97M-V/def2-TZVPD

Each line ends with the natural charge from an NBO analysis.
Element x y z (Å)
C -0.988 -0.010 -1.181  -0.302
C -0.173 -0.461 -2.362  0.788
O -0.882 0.708 -2.517  -0.486
O 0.709 -1.052 -2.853  -0.501
P -0.075 0.984 0.168  0.261
H -2.045 -0.249 -1.101  0.233
H 0.842 0.061 0.720  -0.002
H 1.071 1.411 -0.653  0.009

Properties
Net charge: 0
Max |F|, eV Å⁻¹: 3.52
E_HOMO, eV: -9.84
HOMO-LUMO gap, eV: 10.58
2S+1: 1